{
  "formula": "H2N2O3S",
  "method": "the ωB97M-V functional and the def2-TZVPD basis",
  "energy_ev": -19986.6205,
  "de_lowest_kcal_mol": 29.3,
  "e_lumo_ev": -1.3166,
  "symbols": ["N", "N", "O", "O", "O", "S", "H", "H"],
  "positions_angstrom": [[0.445473, 1.028715, -0.597671], [0.864590, 0.091218, -0.110075], [-3.283944, 0.383754, 0.790613], [-1.525038, -1.126168, -0.016036], [2.433809, -0.172177, 0.125886], [-2.346084, 0.041496, -0.219922], [0.417949, -0.573877, 0.495832], [2.993247, 0.327041, -0.468628]],
  "atomic_forces_ev_per_a": [[-0.59, 0.66, -0.86], [2.28, 1.47, 0.13], [-0.27, 0.15, 0.43], [-0.38, 0.21, 0.11], [-1.10, -1.32, 0.95], [0.38, -0.46, -0.52], [0.04, -1.35, 0.41], [-0.34, 0.65, -0.67]],
  "nbo_charge": [-0.13, 0.02, -0.82, -0.88, -0.73, 1.68, 0.39, 0.46]
}

***

{
  "formula": "H2N2O3S2",
  "method": "the ωB97M-V functional and the def2-TZVPD basis",
  "energy_ev": -30821.0374,
  "de_lowest_kcal_mol": 46.5,
  "e_lumo_ev": [-1.6632, -1.6635],
  "symbols": ["N", "N", "O", "O", "O", "S", "S", "H", "H"],
  "positions_angstrom": [[-1.089738, 0.097222, 1.463511], [1.664591, 0.317374, -0.103489], [-0.443821, -1.464775, -0.407469], [-2.784554, -0.838584, -0.039175], [-0.375802, 1.154239, -0.935306], [-1.380510, -0.577148, 0.154762], [0.422098, 1.276284, 0.297526], [1.485777, -0.377993, -0.821903], [2.501963, 0.413382, 0.391543]],
  "atomic_forces_ev_per_a": [[2.41, 2.48, -1.20], [-1.30, 0.90, -0.08], [1.28, -0.87, -1.69], [0.93, 0.45, -1.03], [-0.73, 0.99, -0.51], [-3.58, -1.61, 2.86], [-0.54, -2.04, 0.69], [0.16, -0.05, 0.27], [1.38, -0.26, 0.70]],
  "nbo_charge": [-0.97, -1.01, -0.89, -0.82, -0.94, 2.26, 1.50, 0.45, 0.41]
}

***

{
  "formula": "H2N2O3S2",
  "method": "the ωB97M-V functional and the def2-TZVPD basis",
  "energy_ev": -30821.4523,
  "de_lowest_kcal_mol": 36.9,
  "e_lumo_ev": -1.7500,
  "symbols": ["N", "N", "O", "O", "O", "S", "S", "H", "H"],
  "positions_angstrom": [[0.834053, -0.478361, 1.306100], [-1.695828, -0.282222, 0.208535], [0.321918, 1.539050, -0.190229], [2.607075, 0.601376, -0.045319], [0.559759, -0.879513, -1.144398], [1.237987, 0.459386, 0.159504], [-0.430507, -1.354715, 0.008031], [-1.157470, 0.642912, 0.323089], [-2.276983, -0.247912, -0.625316]],
  "atomic_forces_ev_per_a": [[-2.59, -2.41, -1.13], [1.74, 0.73, -0.02], [1.16, -0.68, 0.27], [1.70, 0.49, -0.38], [-0.86, 0.10, 1.12], [-1.93, 0.78, -1.19], [2.41, 2.01, 1.59], [-1.50, -0.94, -0.28], [-0.14, -0.07, 0.01]],
  "nbo_charge": [-0.96, -1.01, -0.90, -0.82, -0.89, 2.35, 1.39, 0.44, 0.40]
}

***

{
  "formula": "H2N2O3S2",
  "method": "the ωB97M-V functional and the def2-TZVPD basis",
  "energy_ev": -30821.7128,
  "de_lowest_kcal_mol": 30.9,
  "e_lumo_ev": -0.2894,
  "symbols": ["N", "N", "O", "O", "O", "S", "S", "H", "H"],
  "positions_angstrom": [[0.857179, 0.325038, -0.905819], [-1.952377, 0.446534, -0.063902], [1.108854, -2.105337, 0.010473], [2.817984, -0.473243, 0.519878], [0.440132, 0.071113, 1.245648], [1.485826, -0.762040, 0.154844], [-0.050726, 1.045057, 0.123575], [-2.364668, 1.378592, -0.112906], [-2.342203, 0.074286, -0.971792]],
  "atomic_forces_ev_per_a": [[0.95, -0.31, -1.57], [1.52, 1.18, -0.48], [-0.78, -0.69, -0.15], [0.31, 0.31, 0.20], [-0.05, -0.74, 2.21], [0.16, 1.02, -0.42], [-3.57, -0.85, -1.15], [-0.11, 0.19, 0.54], [1.57, -0.11, 0.82]],
  "nbo_charge": [-1.12, -1.00, -0.85, -0.86, -0.85, 2.43, 1.52, 0.35, 0.39]
}

***

{
  "formula": "H2N2O4S",
  "method": "the ωB97M-V functional and the def2-TZVPD basis",
  "multiplicity": 3,
  "energy_ev": -22030.6383,
  "de_lowest_kcal_mol": 18.7,
  "e_lumo_ev": [-0.3349, -2.2074],
  "symbols": ["N", "N", "O", "O", "O", "O", "S", "H", "H"],
  "positions_angstrom": [[1.781389, -1.618552, -0.499328], [-0.203178, -0.032000, 0.223101], [2.743340, -1.906708, -1.132876], [-1.834287, -1.950243, 0.154103], [-0.041607, -1.983776, 1.916503], [0.711436, -2.415669, -0.694456], [-0.566272, -1.596775, 0.701638], [0.712594, 0.034774, 0.031036], [-0.706348, -0.138087, -0.606438]],
  "atomic_forces_ev_per_a": [[-1.11, 0.55, 1.14], [-4.54, -2.01, 2.91], [3.30, -0.34, -1.61], [0.68, 0.23, 0.73], [0.77, -0.52, 2.26], [-3.42, 0.52, 2.29], [0.86, 0.05, -4.84], [4.44, 0.46, -0.62], [-0.98, 1.07, -2.25]],
  "nbo_charge": [0.13, -0.95, -0.16, -0.84, -0.82, -0.53, 2.37, 0.40, 0.39]
}

***

{
  "formula": "H2N2S",
  "method": "the ωB97M-V functional and the def2-TZVPD basis",
  "energy_ev": -13841.2037,
  "de_lowest_kcal_mol": 84.1,
  "e_lumo_ev": [-0.2722, -0.8443],
  "symbols": ["N", "N", "S", "H", "H"],
  "positions_angstrom": [[0.920027, 0.144798, -0.065416], [-0.028777, -0.416257, -0.978426], [1.449557, -1.324868, -0.524449], [0.324771, -0.437360, 1.873635], [0.127199, -0.025053, -2.025530]],
  "atomic_forces_ev_per_a": [[-0.82, 1.27, 0.31], [0.98, 0.24, -2.09], [-0.02, -1.14, -0.93], [-0.02, 0.30, -0.26], [-0.12, -0.67, 2.97]],
  "nbo_charge": [-0.34, -0.51, 0.46, 0.03, 0.36]
}

***

{
  "formula": "H2N3O2S",
  "method": "the ωB97M-V functional and the def2-TZVPD basis",
  "energy_ev": -19426.9505,
  "de_lowest_kcal_mol": 100.4,
  "total_charge": -1,
  "e_lumo_ev": 3.9647,
  "symbols": ["N", "N", "N", "O", "O", "S", "H", "H"],
  "positions_angstrom": [[-1.238487, 0.180051, 0.288459], [0.047799, -0.486420, 0.024646], [1.011106, 0.346617, -0.079535], [0.038020, -1.790278, 0.006796], [2.501753, -0.554758, -0.218811], [1.076192, 1.980294, 0.029032], [-1.944295, -0.583158, 0.224493], [-1.492086, 0.907654, -0.275080]],
  "atomic_forces_ev_per_a": [[0.34, -4.67, 2.25], [-1.36, 0.76, -0.05], [4.13, -5.03, -0.27], [0.07, 2.97, 0.01], [-3.75, 2.39, 0.27], [-0.64, 0.45, -0.07], [1.05, 0.68, 0.01], [0.15, 2.44, -2.15]],
  "nbo_charge": [-0.68, 0.37, -0.09, -0.52, -0.62, -0.21, 0.36, 0.37]
}

***

{
  "formula": "H2N3O2S",
  "method": "the ωB97M-V functional and the def2-TZVPD basis",
  "energy_ev": -19430.1594,
  "de_lowest_kcal_mol": 26.4,
  "total_charge": -1,
  "e_lumo_ev": 4.1239,
  "symbols": ["N", "N", "N", "O", "O", "S", "H", "H"],
  "positions_angstrom": [[-2.649591, 0.040087, 1.017584], [1.000159, 0.199447, -0.304963], [2.133927, -0.574824, -0.230566], [3.029791, -0.123667, -0.931180], [-1.492202, 0.493458, 0.845266], [-3.389228, -1.117153, 0.097842], [0.153785, 0.128738, 0.346308], [1.213359, 0.953917, -0.840294]],
  "atomic_forces_ev_per_a": [[-0.17, 0.84, 0.94], [0.95, -3.91, 2.62], [-1.84, 1.43, -0.07], [-0.24, -0.41, 0.29], [-0.59, -0.87, -0.44], [0.83, 0.11, -0.29], [0.98, -0.23, -1.18], [0.08, 3.03, -1.86]],
  "nbo_charge": [-0.15, -0.62, 0.23, -0.46, -0.55, -0.24, 0.44, 0.35]
}

***

{
  "formula": "H2N3OP",
  "method": "the ωB97M-V functional and the def2-TZVPD basis",
  "smiles": "O=Pn1[nH][nH]1",
  "energy_ev": -15834.3319,
  "de_lowest_kcal_mol": 7.9,
  "e_lumo_ev": -1.1689,
  "symbols": ["N", "N", "N", "O", "P", "H", "H"],
  "positions_angstrom": [[0.577038, 0.113259, -1.276374], [0.786496, 0.724076, -0.048353], [0.572958, -0.610360, -0.073229], [-0.955878, -0.326635, 1.954531], [-0.558980, -1.455851, 0.856832], [-0.319858, 0.398325, -1.819514], [-0.101776, 1.157186, 0.406107]],
  "atomic_forces_ev_per_a": [[-0.43, 0.46, -4.08], [-0.82, 3.77, 2.78], [-1.15, -2.91, 0.38], [1.32, -4.14, -3.78], [-1.24, 4.46, 3.63], [0.92, -1.09, 2.07], [1.40, -0.55, -1.00]],
  "nbo_charge": [-0.29, -0.26, -0.48, -0.98, 1.31, 0.34, 0.35]
}

***

{
  "formula": "H2N3PS",
  "method": "the ωB97M-V functional and the def2-TZVPD basis",
  "energy_ev": -24620.6917,
  "de_lowest_kcal_mol": 73.7,
  "e_lumo_ev": [-1.8625, -2.0816],
  "symbols": ["N", "N", "N", "P", "S", "H", "H"],
  "positions_angstrom": [[-1.221482, 0.417157, -0.807801], [-1.100010, -0.092317, 0.614187], [-0.734540, 1.150030, 0.261300], [2.108633, 0.529603, 0.246587], [1.635202, -1.305160, 0.548507], [-0.428200, 0.141609, -1.590466], [-0.259604, -0.840921, 0.727685]],
  "atomic_forces_ev_per_a": [[0.71, -1.06, -2.00], [0.39, -1.21, -1.05], [1.57, 0.11, 0.47], [-0.49, -0.67, 0.15], [0.57, 0.78, -0.23], [-1.61, 0.46, 2.92], [-1.13, 1.58, -0.26]],
  "nbo_charge": [-0.36, -0.30, -0.05, 0.38, -0.31, 0.32, 0.32]
}

***

{
  "formula": "H2N4",
  "method": "the ωB97M-V functional and the def2-TZVPD basis",
  "energy_ev": -5990.3160,
  "de_lowest_kcal_mol": 34.0,
  "e_lumo_ev": 0.8153,
  "symbols": ["N", "N", "N", "N", "H", "H"],
  "positions_angstrom": [[-0.439264, 0.075788, -0.042186], [0.915011, 2.067958, 0.413148], [-1.466498, 0.733342, -0.065655], [0.016700, 2.718302, 0.400616], [-0.437172, -1.106456, -0.149916], [0.469153, 0.580870, 0.187528]],
  "atomic_forces_ev_per_a": [[-2.37, -2.19, -0.03], [-0.64, 2.45, 0.30], [1.40, -1.51, -0.19], [1.54, -0.87, 0.04], [0.26, 3.42, 0.24], [-0.18, -1.30, -0.36]],
  "nbo_charge": [-0.41, -0.12, -0.18, 0.07, 0.31, 0.33]
}

***

{
  "formula": "H2N4O2",
  "method": "the ωB97M-V functional and the def2-TZVPD basis",
  "energy_ev": -10080.4501,
  "de_lowest_kcal_mol": 109.5,
  "e_lumo_ev": -1.0973,
  "symbols": ["N", "N", "N", "N", "O", "O", "H", "H"],
  "positions_angstrom": [[-0.036492, 0.778360, -0.589484], [-1.762578, -0.128870, 0.384394], [1.197290, 0.841941, -0.670308], [-0.513439, -0.065178, 0.236280], [0.734062, -1.088537, 0.935834], [-2.339686, -0.957126, 1.022260], [1.373749, -0.679962, 0.244681], [1.347093, 1.299372, -1.563656]],
  "atomic_forces_ev_per_a": [[0.35, 1.77, -2.06], [-3.27, -0.04, -0.13], [-0.17, -0.92, -0.68], [4.30, -3.44, 3.42], [-1.94, 2.46, -2.41], [0.88, 0.04, 0.17], [-0.60, -0.82, 1.46], [0.45, 0.95, 0.24]],
  "nbo_charge": [0.06, 0.29, -0.41, 0.11, -0.59, -0.28, 0.47, 0.36]
}